Record 1
{
  "formula": "C7H17N",
  "method": "the ωB97M-V functional and the def2-TZVPD basis",
  "total_energy_ha": -331.42130,
  "spin_multiplicity": 1,
  "charge": 0,
  "de_lowest_kcal_mol": 156.63,
  "symbols": ["C", "N", "C", "C", "C", "C", "C", "C", "H", "H", "H", "H", "H", "H", "H", "H", "H", "H", "H", "H", "H", "H", "H", "H", "H"],
  "xyz": [[1.32414, 0.77532, 0.68719], [0.23099, 1.31200, -0.08146], [-1.16615, 1.41679, 0.42146], [-2.08858, 0.17585, 0.22793], [-1.54167, -0.83801, 1.28334], [-2.14478, -0.46535, -1.19906], [2.05923, -0.47655, 0.08164], [2.89220, -0.15238, -1.17287], [2.00818, 1.62577, 0.76436], [1.07823, 0.46143, 1.71653], [-1.20207, 1.62191, 1.48673], [0.29497, -0.95121, -0.90963], [-1.46346, 2.29801, -0.10431], [-3.05230, 0.50758, 0.62170], [-1.22558, -0.34469, 2.20613], [-2.11761, -1.75061, 1.40857], [-0.56945, -1.14552, 0.87575], [-1.17543, -0.24272, -1.65855], [-2.94967, -0.03740, -1.80719], [-2.25744, -1.54588, -1.07754], [2.83882, -0.85030, 0.75461], [1.15114, -1.16912, -0.07508], [3.57233, 0.67718, -0.98576], [3.37141, -1.05022, -1.55777], [2.13258, 0.14816, -1.90673]],
  "nbo_charge": [-0.293, -0.376, -0.259, -0.204, -0.616, -0.629, -0.313, -0.633, 0.246, 0.170, 0.182, 0.020, 0.204, 0.208, 0.204, 0.214, 0.201, 0.240, 0.215, 0.206, 0.206, 0.158, 0.219, 0.212, 0.221]
}

=====

Record 2
{
  "formula": "C2H2BrNO2",
  "method": "the ωB97M-V functional and the def2-TZVPD basis",
  "total_energy_ha": -2856.44982,
  "spin_multiplicity": 1,
  "charge": 0,
  "de_lowest_kcal_mol": 123.97,
  "symbols": ["C", "C", "N", "O", "O", "Br", "H", "H"],
  "xyz": [[-0.86302, 1.30769, -1.29074], [-1.03500, 0.32741, -0.63778], [-1.16329, -0.78186, 0.22323], [-2.22152, -1.36106, 0.16535], [-0.13377, -1.15541, 0.80584], [3.81676, 0.19748, 1.50247], [2.68568, -0.63878, 1.10178], [-1.08586, 2.10451, -1.87015]],
  "nbo_charge": [-0.117, 0.059, 0.481, -0.303, -0.352, -0.222, 0.221, 0.233]
}

=====

Record 3
{
  "formula": "C2H6S2",
  "method": "the ωB97M-V functional and the def2-TZVPD basis",
  "total_energy_ha": -875.74722,
  "spin_multiplicity": 2,
  "charge": 1,
  "de_lowest_kcal_mol": 77.60,
  "s_squared": 0.76,
  "symbols": ["S", "S", "H", "H", "C", "C", "H", "H", "H", "H"],
  "xyz": [[-0.16315, -1.77293, -0.54359], [-1.34168, -0.55048, 0.71567], [-1.12783, -2.09092, -1.37994], [-1.44332, 0.51549, -0.04061], [2.21871, 2.21940, -0.33162], [1.07880, 2.61188, 0.12873], [2.96826, 1.90536, 0.33463], [2.66467, 2.07379, -1.23619], [1.08552, 2.76250, 1.11342], [0.14491, 3.02056, -0.32711]],
  "nbo_charge": [0.265, 0.353, 0.174, 0.171, -0.325, -0.411, 0.190, 0.199, 0.188, 0.197]
}

=====

Record 4
{
  "formula": "C5H9NO",
  "method": "the ωB97M-V functional and the def2-TZVPD basis",
  "total_energy_ha": -325.87463,
  "spin_multiplicity": 1,
  "charge": 0,
  "de_lowest_kcal_mol": 39.48,
  "symbols": ["O", "C", "N", "C", "C", "C", "C", "H", "H", "H", "H", "H", "H", "H", "H", "H"],
  "xyz": [[2.09581, -1.81131, 0.99670], [1.33170, -0.94939, 1.35135], [0.12830, -0.68609, 0.76983], [-0.63653, 0.52622, 1.02767], [-0.70624, 1.48725, -0.21972], [-0.54664, 0.70965, -1.46948], [-1.49655, 0.56425, -2.41564], [1.45418, -0.30178, 2.23869], [-0.17130, -1.44981, 0.18527], [-0.21830, 1.03127, 1.90514], [-1.66202, 0.26068, 1.26673], [-1.61854, 2.07349, -0.12073], [0.19149, 2.12150, -0.15494], [0.41580, 0.31245, -1.75768], [-2.54705, 0.73721, -2.20771], [-1.33203, 0.36701, -3.46442]],
  "nbo_charge": [-0.598, 0.536, -0.634, -0.202, -0.452, -0.189, -0.389, 0.091, 0.411, 0.204, 0.192, 0.220, 0.218, 0.209, 0.180, 0.202]
}

=====

Q: What is the formula in the fourth record?
A: C5H9NO